a:
ORCA calculation (ωB97M-V/def2-TZVPD) on C6H8OS as an isolated structure.

## Properties
**HOMO level**: -8.29 eV
**E_LUMO**: 0.70 eV
**Total charge**: 0
**Orbital gap**: 9.0 eV

Cartesian coordinates (Å):
C1 1.514 -0.872 -0.353
C2 0.121 -0.339 -0.189
C3 -0.493 -0.034 1.200
C4 -1.835 0.073 0.443
C5 -1.512 1.189 -0.541
C6 -0.270 0.933 -0.946
H1 3.304 -0.185 -0.047
H2 1.593 -1.798 0.246
H3 1.694 -1.174 -1.383
H4 -0.139 0.893 1.638
H5 -0.461 -0.876 1.909
H6 -2.794 0.056 0.951
H7 -2.163 1.980 -0.823
H8 0.360 1.475 -1.641
O1 2.414 0.142 0.055
S1 -1.334 -1.464 -0.519

Atom charges from the natural (NBO) analysis, given in e for atoms 1 to 5: atom 1 (C): -0.078, atom 2 (C): -0.150, atom 3 (C): -0.395, atom 4 (C): -0.317, atom 5 (C): -0.211

---

b:
ORCA calculation (ωB97M-V/def2-TZVPD) on C6H8OS as an isolated structure.

## Properties
**HOMO level**: -8.22 eV
**E_LUMO**: 0.11 eV
**Total charge**: 0
**Orbital gap**: 8.3 eV

Cartesian coordinates (Å):
C1 2.436 -1.283 0.055
C2 0.312 0.345 0.161
C3 -0.439 -0.796 -0.112
C4 -1.898 -0.263 -0.355
C5 -1.786 1.199 -0.112
C6 -0.473 1.558 0.192
H1 3.539 -1.200 -0.306
H2 1.532 -1.866 -0.769
H3 2.295 -1.655 1.230
H4 0.119 -1.708 -0.590
H5 -2.206 -0.391 -1.443
H6 -2.752 -0.864 1.249
H7 -2.790 1.835 -0.219
H8 -0.140 2.623 0.326
O1 -2.806 -1.179 0.259
S1 2.121 0.506 -0.032

Atom charges from the natural (NBO) analysis, given in e for atoms 1 to 5: atom 1 (C): -0.768, atom 2 (C): -0.172, atom 3 (C): -0.261, atom 4 (C): 0.004, atom 5 (C): -0.191

---

c:
ORCA calculation (ωB97M-V/def2-TZVPD) on a 2-piece molecular cluster, C6H8OS overall.

## Properties
**HOMO level**: -8.74 eV
**E_LUMO**: 0.64 eV
**Total charge**: 0
**Orbital gap**: 9.4 eV
**SMILES string**: C#CC(=C)OC=C.S

Cartesian coordinates (Å):
C1 0.382 -0.140 -2.515
C2 0.165 0.319 -1.427
C3 -2.679 -1.396 0.896
C4 -1.597 -0.925 0.299
C5 0.572 1.911 0.318
C6 -0.111 0.852 -0.137
O1 -1.080 0.289 0.637
S1 3.123 -0.626 0.480
H1 0.602 -0.532 -3.464
H2 -3.063 -2.366 0.645
H3 -3.192 -0.828 1.652
H4 -1.063 -1.472 -0.470
H5 1.301 2.395 -0.302
H6 0.368 2.326 1.288
H7 2.229 0.307 0.809
H8 4.042 -0.113 1.291

Atom charges from the natural (NBO) analysis, given in e for atoms 1 to 5: atom 1 (C): -0.150, atom 2 (C): -0.103, atom 3 (C): -0.471, atom 4 (C): 0.124, atom 5 (C): -0.436

---

d:
ORCA calculation (ωB97M-V/def2-TZVPD) on C6H8OS as an isolated structure.

## Properties
**HOMO level**: -9.19 eV
**E_LUMO**: 0.56 eV
**Total charge**: 0
**Orbital gap**: 9.7 eV

Cartesian coordinates (Å):
C1 -0.325 -0.070 -0.799
C2 0.946 0.917 -0.821
C3 1.095 1.065 0.691
C4 1.485 -0.368 0.514
C5 0.154 -0.909 0.499
C6 -0.508 -1.814 1.282
H1 -2.295 1.677 -1.279
H2 -0.637 -0.856 -1.594
H3 1.193 1.629 -1.578
H4 0.021 1.369 1.090
H5 1.778 1.971 1.005
H6 2.275 -0.920 1.059
H7 -0.082 -2.366 2.149
H8 -1.531 -1.923 1.254
O1 1.930 -0.166 -0.846
S1 -2.078 0.489 -0.221

Atom charges from the natural (NBO) analysis, given in e for atoms 1 to 5: atom 1 (C): -0.348, atom 2 (C): 0.069, atom 3 (C): -0.450, atom 4 (C): -0.001, atom 5 (C): 0.015

---

a is favored, and the nearest alternative lies 0.0570 hartree above it.

---

a:
ORCA calculation (ωB97M-V/def2-TZVPD) on C6H8OS as an isolated structure.

## Properties
**HOMO level**: -7.98 eV
**E_LUMO**: -0.27 eV
**Total charge**: 0
**Orbital gap**: 7.7 eV

Cartesian coordinates (Å):
C1 -0.209 -2.334 0.022
C2 0.127 -0.773 0.014
C3 -0.425 0.408 -0.410
C4 0.432 1.529 0.056
C5 1.587 0.861 0.711
C6 -1.686 0.573 -0.829
H1 -0.608 -2.419 -0.944
H2 -0.961 -2.696 0.668
H3 1.016 -2.680 0.227
H4 -0.454 1.982 0.724
H5 0.708 2.296 -0.825
H6 1.584 1.287 1.728
H7 2.629 1.089 0.338
H8 -2.126 1.809 -0.331
O1 1.230 -0.535 0.592
S1 -2.844 -0.397 -1.742

Atom charges from the natural (NBO) analysis, given in e for atoms 1 to 5: atom 1 (C): -0.645, atom 2 (C): 0.531, atom 3 (C): -0.354, atom 4 (C): -0.432, atom 5 (C): -0.101

---

b:
ORCA calculation (ωB97M-V/def2-TZVPD) on C6H8OS as an isolated structure.

## Properties
**HOMO level**: -8.62 eV
**E_LUMO**: 0.81 eV
**Total charge**: 0
**Orbital gap**: 9.4 eV

Cartesian coordinates (Å):
C1 -0.120 -1.358 -0.087
C2 -0.830 -0.229 -0.999
C3 0.024 1.067 -1.014
C4 0.584 1.415 0.302
C5 0.291 0.608 1.357
C6 -0.652 -0.530 1.163
H1 1.726 -0.841 -0.028
H2 -0.664 -2.263 -0.153
H3 -1.133 -0.571 -2.009
H4 -0.560 1.925 -1.452
H5 0.812 0.841 -1.733
H6 1.312 2.135 0.319
H7 0.757 0.753 2.352
H8 -0.694 -1.139 2.031
O1 1.236 -1.660 -0.225
S1 -2.087 -0.152 0.176

Atom charges from the natural (NBO) analysis, given in e for atoms 1 to 5: atom 1 (C): 0.123, atom 2 (C): -0.395, atom 3 (C): -0.469, atom 4 (C): -0.183, atom 5 (C): -0.210

---

c:
ORCA calculation (ωB97M-V/def2-TZVPD) on C6H8OS as an isolated structure.

## Properties
**HOMO level**: -9.25 eV
**E_LUMO**: 0.71 eV
**Total charge**: 0
**Orbital gap**: 10.0 eV

Cartesian coordinates (Å):
C1 -0.464 -0.208 1.038
C2 -0.310 -1.460 0.178
C3 0.819 -1.393 -0.577
C4 1.365 -0.001 -0.558
C5 -0.122 1.309 -1.086
C6 0.357 0.747 0.327
H1 -2.493 -0.377 2.201
H2 -0.172 -0.374 2.125
H3 -1.030 -2.267 0.259
H4 1.064 -2.313 -1.189
H5 2.426 0.214 -0.406
H6 -1.067 1.058 -1.518
H7 -0.079 2.393 -1.164
H8 0.860 1.507 0.954
O1 1.008 0.654 -1.785
S1 -2.162 0.512 1.202

Atom charges from the natural (NBO) analysis, given in e for atoms 1 to 5: atom 1 (C): -0.349, atom 2 (C): -0.183, atom 3 (C): -0.208, atom 4 (C): 0.062, atom 5 (C): -0.068

---

b is favored, and the nearest alternative lies 0.0246 hartree above it.

---

a:
ORCA calculation (ωB97M-V/def2-TZVPD) on CH4N2O as an isolated structure.

## Properties
**HOMO level (alpha / beta)**: -8.57 / -10.04 eV
**E_LUMO (alpha / beta)**: -0.61 / 0.49 eV
**Total charge**: 0
**Orbital gap (alpha / beta)**: 8.0 / 10.5 eV

Cartesian coordinates (Å):
C1 0.956 -0.072 -0.005
N1 -1.298 1.152 0.004
N2 -0.417 -0.397 -0.054
O1 -1.098 -1.406 -0.029
H1 1.185 0.809 0.456
H2 1.446 0.001 -0.938
H3 1.475 -0.964 0.333
H4 -2.248 0.877 0.233

Atom charges from the natural (NBO) analysis, given in e for atoms 1 to 5: atom 1 (C): -0.466, atom 2 (N): -0.387, atom 3 (N): 0.200, atom 4 (O): -0.320, atom 5 (H): 0.240

---

b:
ORCA calculation (ωB97M-V/def2-TZVPD) on an isolated molecule of CH4N2O.

## Properties
**HOMO level (alpha / beta)**: -7.33 / -7.55 eV
**E_LUMO (alpha / beta)**: 1.14 / 1.09 eV
**Total charge**: 0
**Orbital gap (alpha / beta)**: 8.5 / 8.6 eV

Cartesian coordinates (Å):
C1 -1.679 -0.261 -0.025
N1 0.781 -0.770 0.398
N2 1.864 -0.072 0.103
O1 -0.349 -0.084 -0.007
H1 -2.351 -1.027 0.218
H2 -2.117 0.686 -0.296
H3 2.764 -0.095 0.584
H4 1.688 0.913 -0.235

Atom charges from the natural (NBO) analysis, given in e for atoms 1 to 5: atom 1 (C): -0.112, atom 2 (N): 0.030, atom 3 (N): -0.646, atom 4 (O): -0.362, atom 5 (H): 0.170

---

c:
ORCA calculation (ωB97M-V/def2-TZVPD) on an isolated molecule of CH4N2O.

## Properties
**HOMO level**: -9.04 eV
**E_LUMO**: 1.26 eV
**Total charge**: 0
**Orbital gap**: 10.3 eV
**SMILES string**: C=NON

Cartesian coordinates (Å):
C1 1.410 -0.604 0.295
N1 0.217 -0.411 0.144
N2 -1.649 0.592 -0.513
O1 -0.285 0.521 -0.762
H1 1.651 -1.227 1.105
H2 2.310 -0.208 -0.211
H3 -1.863 -0.238 0.043
H4 -1.792 1.576 -0.102

Atom charges from the natural (NBO) analysis, given in e for atoms 1 to 5: atom 1 (C): -0.125, atom 2 (N): -0.157, atom 3 (N): -0.530, atom 4 (O): -0.262, atom 5 (H): 0.186

---

d:
ORCA calculation (ωB97M-V/def2-TZVPD) on a 2-piece molecular cluster, CH4N2O overall.

## Properties
**HOMO level**: -9.87 eV
**E_LUMO**: 0.81 eV
**Total charge**: 0
**Orbital gap**: 10.7 eV
**SMILES string**: N=C=O.N

Cartesian coordinates (Å):
C1 -0.199 -0.760 1.153
N1 -0.645 -1.459 0.340
N2 0.202 0.912 -0.974
O1 0.145 0.070 1.832
H1 -0.216 1.153 -0.125
H2 -0.574 -2.334 -0.135
H3 0.170 1.802 -1.458
H4 1.116 0.615 -0.633

Atom charges from the natural (NBO) analysis, given in e for atoms 1 to 5: atom 1 (C): 0.843, atom 2 (N): -0.745, atom 3 (N): -1.066, atom 4 (O): -0.533, atom 5 (H): 0.346

---

d is favored, and the nearest alternative lies 0.1349 hartree above it.

---

a:
ORCA calculation (ωB97M-V/def2-TZVPD) on an isolated molecule of CH4N2O.

## Properties
**HOMO level**: -9.16 eV
**E_LUMO**: 0.67 eV
**Total charge**: 0
**Orbital gap**: 9.8 eV
**SMILES string**: [H]/N=C\NO

Cartesian coordinates (Å):
C1 0.101 0.754 -0.016
H1 -1.260 -1.301 1.073
H2 0.496 -1.335 -0.875
H3 -1.008 1.136 0.226
H4 1.987 0.857 -0.146
N1 -0.156 -0.593 -0.518
N2 1.207 1.334 0.196
O1 -1.367 -0.852 0.060

Atom charges from the natural (NBO) analysis, given in e for atoms 1 to 5: atom 1 (C): 0.268, atom 2 (H): 0.439, atom 3 (H): 0.387, atom 4 (H): 0.194, atom 5 (H): 0.337

---

b:
ORCA calculation (ωB97M-V/def2-TZVPD) on an isolated molecule of CH4N2O.

## Properties
**HOMO level**: -9.63 eV
**E_LUMO**: 0.82 eV
**Total charge**: 0
**Orbital gap**: 10.4 eV
**SMILES string**: NC(N)=O

Cartesian coordinates (Å):
N1 -0.317 0.661 -1.017
C1 0.144 -0.367 -0.183
N2 0.519 -0.015 1.116
O1 0.157 -1.509 -0.591
H1 -0.461 0.153 -1.877
H2 -1.080 1.265 -0.742
H3 -0.246 0.261 1.717
H4 1.284 -0.449 1.578

Atom charges from the natural (NBO) analysis, given in e for atoms 1 to 5: atom 1 (N): -0.853, atom 2 (C): 0.781, atom 3 (N): -0.902, atom 4 (O): -0.599, atom 5 (H): 0.392

---

c:
ORCA calculation (ωB97M-V/def2-TZVPD) on an isolated molecule of CH4N2O.

## Properties
**HOMO level**: -10.00 eV
**E_LUMO**: 0.87 eV
**Total charge**: 0
**Orbital gap**: 10.9 eV
**SMILES string**: [H]/N=C\NO

Cartesian coordinates (Å):
C1 -0.867 0.408 -0.023
H1 1.524 -0.964 0.770
H2 0.958 1.229 -0.649
H3 -1.374 1.365 0.125
H4 -0.678 -1.372 -0.118
N1 0.586 0.623 0.091
N2 -1.482 -0.693 -0.054
O1 1.332 -0.596 -0.141

Atom charges from the natural (NBO) analysis, given in e for atoms 1 to 5: atom 1 (C): 0.229, atom 2 (H): 0.476, atom 3 (H): 0.366, atom 4 (H): 0.168, atom 5 (H): 0.341

---

b is favored, and the nearest alternative lies 0.0893 hartree above it.

---

a:
ORCA calculation (ωB97M-V/def2-TZVPD) on a 2-piece molecular cluster, CH4N2O overall.

## Properties
**HOMO level**: -9.70 eV
**E_LUMO**: 0.24 eV
**Total charge**: 0
**Orbital gap**: 9.9 eV
**SMILES string**: [H]/N=N\[H].C=O

Cartesian coordinates (Å):
C1 1.490 -0.282 -0.848
H1 -2.361 -0.406 0.821
H2 -1.248 0.878 1.757
H3 0.603 -0.898 -0.886
H4 2.475 -0.800 -0.611
N1 -1.639 -0.148 0.143
N2 -0.913 0.727 0.735
O1 1.593 0.930 -1.112

Atom charges from the natural (NBO) analysis, given in e for atoms 1 to 5: atom 1 (C): 0.257, atom 2 (H): 0.292, atom 3 (H): 0.283, atom 4 (H): 0.135, atom 5 (H): 0.101

---

b:
ORCA calculation (ωB97M-V/def2-TZVPD) on an isolated molecule of CH4N2O.

## Properties
**HOMO level**: -9.48 eV
**E_LUMO**: 0.79 eV
**Total charge**: 0
**Orbital gap**: 10.3 eV
**SMILES string**: [H]/N=C(\N)O

Cartesian coordinates (Å):
N1 1.115 -0.439 -0.162
C1 -0.069 0.220 -0.298
O1 -0.104 1.551 -0.270
N2 -1.283 -0.196 -0.433
H1 1.138 -1.394 -0.483
H2 1.975 0.079 -0.260
H3 -1.550 -1.155 -0.354
H4 -1.147 1.393 -0.351

Atom charges from the natural (NBO) analysis, given in e for atoms 1 to 5: atom 1 (N): -0.820, atom 2 (C): 0.701, atom 3 (O): -0.688, atom 4 (N): -0.877, atom 5 (H): 0.398

---

b is favored, and the nearest alternative lies 0.1018 hartree above it.